C63H117N9O9 | the ωB97M-V functional and the def2-TZVPD basis

XYZ file:
```
198
Properties=species:S:1:pos:R:3:forces:R:3
C -3.345466 -5.187796 1.499292 0.0 -0.8 0.6
C -3.233236 -5.968486 2.819192 0.5 -0.2 -1.3
O -3.368046 -5.393896 3.860102 -0.4 0.4 0.9
C -2.789056 -7.404836 2.751362 0.2 0.4 -0.3
H -2.771056 -4.283006 1.698072 -0.3 0.3 -0.5
H -4.409146 -5.035106 1.316632 0.0 0.5 0.0
H -2.959676 -5.742946 0.644262 0.2 0.2 0.1
H -1.860156 -7.433226 3.320952 -0.2 -0.4 0.3
H -2.524106 -7.639576 1.720432 -0.2 -0.4 0.1
H -3.565086 -8.053636 3.157482 0.2 -0.1 0.0
C -0.491296 -1.342756 4.718042 0.3 0.2 0.9
C -0.500946 -1.715536 6.218452 -1.9 -0.3 0.2
O -0.764156 -2.854946 6.566302 0.7 0.5 -0.6
C -0.451746 -0.636706 7.297482 1.4 -0.4 -0.8
H -1.443756 -1.660806 4.294062 0.3 -0.3 -0.1
H 0.346664 -1.851576 4.241572 -0.2 -0.2 -0.1
H -0.382026 -0.280246 4.500702 0.1 0.0 0.3
H -0.120996 -1.118886 8.217372 -0.4 0.1 0.1
H -1.393496 -0.097126 7.397742 0.0 -0.1 -0.1
H 0.338374 0.044884 6.982452 -0.1 0.5 0.2
C 3.347424 4.213814 -4.334598 -1.1 0.3 0.8
C 2.033494 3.872954 -3.585938 0.1 -2.1 1.3
O 2.001474 3.194804 -2.530748 0.4 2.1 -2.6
C 0.729454 4.258174 -4.275358 0.1 0.0 0.7
H 3.355414 5.292074 -4.493918 0.1 0.2 0.2
H 3.322014 3.822624 -5.351668 0.0 -0.4 0.1
H 4.224714 3.910814 -3.763068 -0.1 -0.1 -0.2
H 0.647664 5.340264 -4.377848 0.1 0.1 -0.1
H -0.105506 3.905634 -3.669848 0.0 0.0 0.0
H 0.632014 3.813594 -5.265788 0.3 0.0 -0.1
C 0.069714 0.657284 -3.936478 0.4 0.4 -0.5
C 1.168874 -0.350676 -3.904998 -0.9 0.1 -0.6
O 0.891674 -1.515846 -4.082418 0.8 -0.4 0.2
C 2.535174 0.194644 -3.605658 0.5 -1.3 0.8
H -0.265766 0.841554 -2.915888 -0.1 0.2 -0.1
H -0.752946 0.345194 -4.579838 0.0 -0.1 0.3
H 0.509264 1.567594 -4.344188 -0.4 0.3 0.2
H 3.196084 -0.655226 -3.435338 0.1 -0.1 -0.1
H 2.447974 0.689664 -2.638468 0.1 0.4 -0.1
H 3.009034 0.850384 -4.336118 -0.5 0.1 -0.1
C 2.718624 4.072354 2.183512 -0.7 -0.8 0.7
C 1.966374 5.257054 2.760342 -0.4 -0.1 -2.0
O 0.793024 5.429734 2.460122 0.5 -0.2 0.6
C 2.766054 6.322084 3.420922 -0.3 -0.2 0.1
H 3.437504 4.286114 1.392552 0.1 0.4 0.3
H 1.992474 3.365224 1.782542 -0.1 0.1 -0.1
H 3.202554 3.561174 3.015732 0.4 -0.1 -0.1
H 3.189454 6.000204 4.372352 -0.1 0.1 0.1
H 2.075934 7.161454 3.506312 0.5 0.2 0.3
H 3.604094 6.487994 2.743982 0.1 0.4 0.1
C 2.707364 -0.502496 2.635642 -0.9 -0.5 -0.8
C 3.290704 -0.928766 3.915822 1.9 0.2 0.9
O 4.058414 -1.875436 3.990012 -0.9 0.4 0.2
C 3.071974 0.008524 5.118982 0.3 -1.3 -0.2
H 1.632914 -0.413276 2.795952 -0.2 0.4 -0.2
H 2.871894 -1.261106 1.870432 0.2 0.1 -0.1
H 3.108114 0.456094 2.306122 0.0 0.1 0.1
H 3.708054 -0.392136 5.908262 0.0 0.3 0.1
H 2.036484 -0.056456 5.453112 0.0 0.4 -0.1
H 3.354634 1.026234 4.849792 -0.2 0.0 0.1
C -0.261396 1.278134 0.357072 0.0 0.1 0.2
C -0.430526 -0.202096 0.584812 1.1 -1.0 0.3
O -0.813666 -0.639096 1.652282 -0.3 0.2 -0.3
C 0.024684 -1.192386 -0.508898 -0.7 0.6 0.1
H 0.751464 1.549384 0.059362 0.1 -0.3 -0.4
H -0.429526 1.841044 1.275202 -0.3 -0.2 0.0
H -0.966736 1.619864 -0.400428 0.1 0.1 -0.1
H -0.188826 -2.223206 -0.226178 0.1 0.1 0.2
H 1.076284 -1.070206 -0.768318 0.1 0.1 0.2
H -0.541106 -0.993516 -1.419078 0.0 0.1 -0.2
C -2.456706 6.338114 -5.209118 -0.4 0.7 0.0
C -3.617796 5.492774 -4.756558 -0.8 0.1 0.0
O -4.216226 4.794664 -5.532418 -0.1 -0.3 -0.1
C -4.064256 5.591394 -3.302488 0.7 0.1 0.2
H -2.605266 6.734264 -6.213648 -0.1 -0.7 -0.3
H -1.557246 5.724054 -5.164308 0.2 0.4 0.1
H -2.453186 7.262444 -4.631438 0.7 -0.2 0.5
H -3.657906 6.486904 -2.832338 -0.4 0.3 -0.1
H -3.600566 4.797844 -2.716508 0.0 -0.4 -0.2
H -5.144376 5.504444 -3.184648 0.1 0.1 -0.2
C -0.701836 5.234504 -0.988338 -0.4 -0.3 0.2
C -1.972956 4.820544 -0.228418 -0.7 -1.1 0.0
O -2.274506 3.649344 0.032352 0.8 2.0 -0.6
C -2.868566 5.965704 0.239372 -0.1 -0.7 -0.4
H -0.020876 4.393324 -1.117978 0.0 0.1 0.2
H -0.223436 6.096714 -0.523778 0.1 -0.2 0.5
H -0.936566 5.636054 -1.974118 -0.5 -0.2 -0.2
H -3.929436 5.721854 0.295952 0.1 -0.6 -0.1
H -2.808666 6.810274 -0.447078 0.4 0.3 0.5
H -2.572356 6.125474 1.276112 0.2 0.7 -0.1
C -4.165216 -0.465456 -1.097918 0.7 0.2 -0.5
C -5.140176 0.574494 -1.631048 -0.6 -0.1 0.5
C -4.600576 1.989564 -1.621248 0.7 0.3 -0.3
C -3.438706 2.121994 -2.510488 1.1 0.2 -0.2
N -2.503046 2.231094 -3.182718 -0.9 0.0 0.5
H -4.593016 -1.437246 -0.851508 -0.3 0.2 0.1
H -3.617536 -0.072306 -0.241418 -0.1 -0.1 0.3
H -3.405726 -0.664716 -1.853948 0.2 0.0 -0.1
H -5.994026 0.619264 -0.954998 -0.4 -0.3 -0.3
H -5.447526 0.368724 -2.656378 -0.3 -0.3 0.2
H -4.299176 2.279424 -0.614648 0.2 0.1 0.0
H -5.322346 2.723924 -1.978838 -0.3 -0.1 0.1
C -4.106616 -2.215066 4.064482 0.0 0.2 0.5
C -5.151776 -1.546676 3.209892 0.6 1.4 -1.0
C -6.058546 -2.516216 2.508452 -1.2 -1.1 -0.5
C -7.014026 -1.978406 1.499832 -1.1 1.3 -1.5
N -7.715896 -1.529616 0.671402 1.8 -1.2 2.2
H -3.630366 -1.482516 4.716142 0.0 0.1 0.0
H -3.304196 -2.656026 3.473062 -0.3 -0.3 0.0
H -4.573976 -2.953836 4.715562 0.3 -0.2 -0.1
H -4.658986 -0.975336 2.423232 0.4 -0.1 -0.3
H -5.641536 -0.712856 3.712852 -0.6 -0.5 0.4
H -6.625886 -3.148126 3.191772 -0.3 0.3 0.4
H -5.493406 -3.292236 1.992202 0.4 0.3 -0.2
C -3.089516 1.637844 2.954322 -0.5 1.2 -0.3
C -2.926386 3.079044 3.519062 -0.5 -0.8 0.4
C -1.556656 3.696874 3.463492 0.2 0.0 -1.1
C -0.545766 2.796524 3.968412 1.4 -0.5 1.1
N 0.252554 2.063494 4.377702 -0.8 0.7 -0.5
H -2.994846 1.710294 1.870852 0.5 -0.3 -0.1
H -4.119096 1.300004 3.072402 0.0 0.0 0.4
H -2.418756 0.893114 3.382742 0.1 0.2 -0.1
H -3.172776 3.097744 4.580692 -0.5 -0.1 0.0
H -3.540356 3.807984 2.990112 -0.5 -0.3 0.0
H -1.617966 4.671644 3.947402 0.6 -0.2 0.3
H -1.266186 3.881604 2.429282 0.0 0.1 -0.1
C -3.928826 -4.762316 -3.047048 0.7 -1.4 -0.2
C -2.926196 -3.660986 -2.904398 -0.4 0.8 0.0
C -2.043726 -3.369946 -4.167848 -0.5 0.3 0.9
C -1.099096 -4.405966 -4.545158 0.0 -0.6 0.6
N -0.357026 -5.231966 -4.832788 0.2 -0.2 0.0
H -3.312716 -5.648106 -3.201558 -0.6 -0.7 -0.1
H -4.609386 -4.647406 -3.890698 0.1 0.2 -0.1
H -4.545316 -4.885936 -2.156678 0.2 0.0 0.1
H -2.283936 -3.785806 -2.032598 0.2 -0.4 -0.1
H -3.588126 -2.857626 -2.581058 0.7 1.1 -0.7
H -1.411546 -2.516836 -3.921548 -0.1 0.3 -0.4
H -2.617606 -3.212626 -5.081088 -0.3 0.5 0.2
C 3.468474 6.377374 -0.676978 -0.4 -0.1 0.3
C 3.410194 7.486924 -1.738168 0.6 -0.7 -0.1
C 3.978484 8.852894 -1.284498 0.3 0.2 -0.5
C 5.346854 8.738204 -0.778898 2.6 -0.6 1.3
N 6.429014 8.620784 -0.347188 -2.5 0.3 -1.1
H 2.797954 6.555234 0.163782 0.0 0.4 0.2
H 4.476344 6.228904 -0.289358 0.1 0.3 0.0
H 3.157324 5.386644 -1.008248 -0.1 0.1 -0.6
H 2.456364 7.536404 -2.263388 -0.4 0.5 0.6
H 4.035914 7.149124 -2.564288 0.5 0.1 0.0
H 3.446434 9.456724 -0.549358 -0.5 -0.5 0.1
H 4.091424 9.507024 -2.149058 -0.3 0.0 -0.2
C 4.050294 -5.963826 -0.956488 -0.1 0.1 -0.9
C 3.059314 -5.474926 -2.007258 -0.3 -0.4 -0.1
C 3.449914 -4.123176 -2.590978 -0.5 0.7 0.6
C 3.727224 -3.059296 -1.592098 -0.7 -3.7 -3.1
N 3.903964 -2.266136 -0.824538 0.6 3.2 2.9
H 5.010554 -5.917646 -1.470168 0.4 -0.2 0.3
H 3.857324 -7.002496 -0.688078 0.0 0.1 0.3
H 4.095204 -5.295316 -0.096728 -0.1 -0.2 0.1
H 2.008884 -5.533506 -1.722158 0.0 0.5 0.6
H 3.052134 -6.126426 -2.881088 0.3 -0.3 0.0
H 2.592684 -3.733226 -3.139788 0.2 0.0 -0.6
H 4.334064 -4.263096 -3.212908 -0.1 0.3 -0.1
C 1.861504 -4.425266 1.763082 0.2 -0.4 -0.2
C 0.516674 -3.976236 2.299792 0.8 0.6 0.0
C 0.116404 -4.650796 3.606602 -0.2 0.0 0.4
C 0.393904 -6.069126 3.627722 1.0 -5.0 0.1
N 0.622654 -7.234076 3.675682 -0.9 4.2 -0.3
H 1.912424 -5.514076 1.764432 0.2 -0.1 -0.4
H 2.722574 -4.059866 2.322682 -0.1 0.1 0.2
H 1.940444 -4.015126 0.756282 0.2 -0.3 -0.1
H -0.195666 -4.096166 1.483522 -0.4 0.0 0.3
H 0.691224 -2.915986 2.482812 -0.8 0.2 0.0
H -0.930756 -4.576536 3.899952 -0.2 0.4 -0.2
H 0.663404 -4.252606 4.461202 0.1 0.2 0.0
C 0.972564 -8.992426 -0.516178 0.1 0.6 0.2
C 0.674214 -8.655686 -1.976248 -0.3 -0.8 0.5
C -0.634606 -7.875656 -2.206648 1.1 0.6 -0.1
C -0.681236 -6.609316 -1.478228 -0.1 0.3 0.8
N -0.745746 -5.631096 -0.872828 0.1 -0.2 -0.3
H 1.393374 -8.150336 0.033282 0.1 0.1 0.0
H 1.669204 -9.825156 -0.419478 -0.1 0.0 -0.1
H 0.051594 -9.240886 0.011252 -0.1 -0.2 0.0
H 0.548554 -9.634066 -2.440008 -0.1 0.1 -0.5
H 1.486254 -8.155016 -2.503528 0.1 0.0 0.2
H -1.521686 -8.444456 -1.927988 0.0 0.0 -0.4
H -0.547306 -7.538386 -3.239468 -0.9 -0.4 -0.4
C 6.435674 2.338884 -0.363688 0.9 0.4 -0.2
C 5.396764 1.783474 -1.284178 -1.6 -1.1 0.6
C 5.781084 1.340914 -2.706858 1.1 0.7 0.2
C 7.239994 0.964064 -2.805808 1.1 -0.4 -0.5
N 8.372834 0.695404 -2.922788 -2.6 0.6 0.4
H 6.948644 3.188774 -0.813848 0.1 0.1 -0.1
H 7.211384 1.602774 -0.152678 -0.1 0.0 0.3
H 5.986524 2.720744 0.553122 0.0 -0.3 0.1
H 4.531454 2.446234 -1.274708 0.0 0.4 -0.7
H 4.931364 0.915184 -0.817728 0.3 -0.4 0.3
H 5.604184 2.199044 -3.355258 0.4 -0.1 -0.3
H 5.131854 0.546944 -3.075908 0.3 -0.1 0.2
```
Positions in Å, forces in eV/Å.

Output
- HOMO: -9.2 eV
- E: -99063.63796 eV
- LUMO energy: -0.0083 Eh
- ΔE to the lowest compared entry with this formula, charge and spin: 0.00 kcal per mole